Entry 1:
The following is a quantum chemistry calculation of a structure of composition C38H56AsBCl2N6O6S2TeV, from the Open Molecules 2025 dataset.

Summary:
* lowest unoccupied orbital energy (alpha / beta): 4.0 / 4.0 eV
* multiplicity: 4
* energy relative to the best compared isomer or geometry (same formula, charge and spin): 16.9 kcal/mol
* net charge: -2
* Kohn-Sham gap (alpha / beta): 0.176 / 0.176 Eh

Each line ends with the Mulliken spin population.
Element x y z (Å)
N  -0.7762  0.6281  0.7232  0.0981
H  -2.4189  1.6299  -1.0854  -0.0112
H  -5.0920  -6.2596  -2.3579  0.0000
O  -4.5210  -1.3280  -2.3596  -0.0030
C  0.6922  -2.6339  3.9065  0.0034
H  5.8713  2.5525  3.2436  0.0000
H  -3.4014  -5.4477  1.5079  0.0002
H  1.5034  -0.5613  -4.4560  0.0006
C  -3.6554  -5.1499  0.4975  0.0012
C  -0.5382  1.4328  2.7794  0.0262
H  -4.3564  0.4638  -0.2723  0.0004
C  -2.7711  3.4896  -0.0604  0.0057
C  -3.3516  -3.8421  0.1169  0.0076
H  3.4838  4.3547  -2.5392  0.0000
H  1.9938  0.1726  2.8411  -0.0004
C  4.6768  1.5531  1.7271  -0.0003
V  -0.5692  -1.0188  -0.5463  2.7938
H  2.0600  4.6227  -3.5619  0.0000
C  1.3938  0.1595  -3.6546  0.0216
N  2.2461  1.1773  0.8019  -0.0155
H  -3.1871  3.8708  -0.9946  -0.0003
H  3.1197  -2.4748  5.2457  0.0001
H  -0.3119  -4.5339  -0.7523  -0.0026
H  -3.3942  3.8444  0.7659  0.0002
C  0.0109  1.8354  4.1236  0.0040
H  2.8408  -0.9658  4.3806  -0.0001
H  2.5399  -4.4735  1.1325  0.0000
H  -0.4843  -3.2625  -1.9737  -0.0066
C  -1.7977  1.4464  0.9470  0.0786
H  5.5055  1.5464  1.0112  0.0001
C  4.9366  2.7116  2.6980  0.0000
H  -0.4891  3.4202  -1.1670  0.0053
H  0.1100  2.4571  -2.4828  -0.0002
N  1.4092  -1.6618  -0.0729  0.1007
C  3.1159  -2.0091  4.2568  0.0002
H  1.5578  3.1036  4.9657  0.0001
N  1.6433  -1.3521  1.2363  -0.0325
O  -2.6578  -0.9948  -0.8116  -0.0178
H  5.7291  -0.0013  2.7817  -0.0001
B  1.5022  0.1295  1.7582  -0.1098
H  2.4132  -3.8069  3.4106  0.0009
H  1.4536  -2.5065  -3.2448  0.0035
C  2.1607  2.8058  -0.6243  0.0193
O  -2.2732  -2.1566  -2.9144  0.0012
C  0.1072  -4.1329  -1.6763  0.0383
C  1.5904  3.7922  -1.6135  0.0016
H  4.2137  3.5821  -0.1946  0.0000
H  4.0976  0.2961  3.3729  -0.0002
H  -4.5034  -3.9474  -3.0630  0.0004
H  3.0963  -2.6601  -2.6035  -0.0006
C  2.0910  -2.4544  1.8826  0.0203
C  2.1642  -3.1927  -2.7853  -0.0016
H  5.0040  3.6608  2.1659  0.0000
O  -3.5435  -1.4264  1.8409  0.0031
H  -0.6178  -0.0021  5.0937  0.0002
H  -0.0104  -4.8805  -2.4648  -0.0011
C  2.2184  -3.4611  0.9470  -0.0193
C  -2.7606  1.9535  -0.0987  0.0066
C  3.4472  1.8272  0.8875  -0.0012
C  1.7663  -2.9311  -0.2572  -0.0222
As  -2.4914  -2.7991  1.5125  -0.0049
H  0.6724  -2.7896  4.9889  -0.0002
C  0.2276  0.6861  5.1083  0.0007
C  -3.2461  2.4303  -5.7110  -0.0002
H  -5.0407  2.1588  -6.8559  0.0000
C  2.1243  -2.7525  3.3674  0.0009
C  0.1670  3.4447  -2.0324  -0.0080
S  -3.2584  -1.8320  -1.9071  -0.0020
C  2.5109  3.9506  -2.8281  0.0000
H  0.3311  1.0822  6.1222  0.0000
H  0.2797  -1.6534  3.6765  0.0000
H  0.0251  -3.3559  3.4360  0.0007
H  1.5654  4.7596  -1.0960  -0.0002
C  -4.2724  -4.3050  -2.0678  -0.0005
C  3.4222  2.8713  -0.0110  -0.0009
H  -0.2184  4.1706  -2.7508  -0.0002
H  -2.0570  5.2400  -7.5820  0.0000
H  4.1290  -2.0536  3.8557  -0.0003
C  -4.1336  2.7307  -6.7175  0.0000
H  -4.5119  -7.0262  -0.0729  0.0000
C  -4.5932  -5.5887  -1.6685  0.0001
H  -0.7715  2.4720  4.5469  0.0003
H  4.3268  -0.5848  1.8638  0.0002
N  0.0178  0.6283  1.8419  0.0280
N  1.4801  1.7863  -0.1480  0.0217
Te  -3.3603  0.8816  -4.2669  0.0007
H  2.0946  2.1142  3.5949  0.0006
H  2.3585  -3.9982  -3.4974  0.0000
C  -4.2072  1.4753  0.0944  0.0039
S  -1.9361  3.5529  -5.7959  0.0000
C  -4.2726  -6.0169  -0.3867  -0.0001
Cl  -0.1121  -0.2622  -2.8071  0.0164
H  2.1295  -4.6946  -1.2768  -0.0002
H  1.2623  1.1640  -4.0429  -0.0007
H  2.6870  2.9863  -3.3063  0.0001
C  1.2680  2.7000  3.9911  0.0000
Cl  2.8665  0.1364  -2.6773  0.0029
C  -1.6945  1.9562  2.2500  -0.0047
H  -4.8770  2.1189  -0.4783  -0.0004
C  1.5855  -3.7703  -1.4933  0.0049
O  -2.4991  -3.7155  2.8716  -0.0017
H  -1.7740  3.9083  0.0764  0.0005
H  -3.3781  -0.7683  1.1491  0.0094
H  4.1239  2.7933  3.4209  0.0001
H  -2.3816  2.6234  2.7441  -0.0007
H  -4.3477  4.2010  -8.3662  0.0000
C  -2.5723  4.3939  -7.1548  0.0000
C  -3.6433  -3.4313  -1.1819  0.0008
H  1.1276  0.1246  4.8684  0.0002
C  -3.7581  3.8377  -7.5329  0.0000
O  -0.9681  -2.2587  1.0370  -0.0656
H  1.0935  3.5332  3.3080  -0.0005
C  4.7060  0.2340  2.4759  0.0003
H  -4.4890  1.5195  1.1512  0.0017


Entry 2:
The following is a quantum chemistry calculation of a cluster of 4 separate species, C6H20O7 in total at a distorted geometry, from the Open Molecules 2025 dataset.

Summary:
* lowest unoccupied orbital energy (alpha / beta): -2.9 / -9.9 eV
* multiplicity: 2
* energy relative to the best compared isomer or geometry (same formula, charge and spin): 59.5 kcal/mol
* net charge: +1
* Kohn-Sham gap (alpha / beta): 0.387 / 0.127 Eh

Each line ends with the Mulliken spin population.
Element x y z (Å)
O  0.6814  1.0862  -3.1460  0.0030
H  -1.1913  -1.7507  -2.2000  0.0109
C  1.6715  2.9362  -1.8734  0.0013
O  -0.4023  -2.9166  2.2899  0.2335
C  -1.4801  -0.0898  -0.8099  0.1107
H  -0.3048  -0.0644  0.6677  -0.0100
H  0.1151  -1.4851  -1.1355  -0.0030
H  2.7017  1.3635  -2.7526  0.0008
O  -1.2120  0.2143  0.5233  0.3423
H  -2.4982  0.1957  -1.0746  -0.0018
O  1.3251  -0.4559  1.6477  0.0102
H  0.9820  3.4153  -3.6247  -0.0001
H  1.6537  -0.7111  3.5982  0.0037
H  2.5280  3.0712  -1.2129  0.0001
C  -0.0289  -1.7039  3.0837  -0.0027
H  0.9710  1.2380  -4.0486  0.0013
H  -0.9327  -2.7090  1.5171  -0.0093
H  -0.7592  -0.9503  2.7889  0.0014
H  1.9225  0.8166  -1.4165  0.0002
H  0.7301  3.1101  -1.3522  -0.0004
O  -3.3646  0.9740  2.2612  0.0076
H  -0.1772  -1.9895  4.1251  0.0055
H  2.2299  -0.3165  1.3587  -0.0010
H  -2.7335  0.9145  1.5439  0.0004
C  -0.9740  -1.4623  -1.1716  0.0671
H  1.9424  -2.2523  2.8273  0.0014
H  -2.5356  -2.5540  -0.7301  -0.0049
C  1.3402  -1.3456  2.7692  0.0247
H  -0.8847  0.5046  -1.5029  0.0420
H  -3.1644  0.2229  2.8198  -0.0004
C  1.7394  1.4874  -2.2559  0.0010
O  -1.6393  -2.4951  -0.3912  0.1642
O  1.7489  3.7015  -3.1232  0.0005


Entry 3:
The following is a quantum chemistry calculation of the molecule C20H23N5O3 at a distorted geometry, from the Open Molecules 2025 dataset.

Summary:
* lowest unoccupied orbital energy: 0.6 eV
* energy relative to the best compared isomer or geometry (same formula, charge and spin): 78.1 kcal/mol
* Kohn-Sham gap: 0.326 Eh

Each line ends with the Mulliken charge.
Element x y z (Å)
H  -4.7613  -0.9468  0.9334  0.2955
C  4.8030  0.3790  4.1815  -0.6957
C  3.5759  0.2630  4.8090  -0.6339
C  -0.9071  -0.3237  1.0706  0.7442
C  3.7278  0.1859  2.0234  0.5650
H  3.2242  -0.5901  0.0758  0.1502
C  -1.0513  1.0750  0.4125  -1.2676
C  2.4880  0.0732  2.6705  0.6968
H  4.8875  -0.0475  0.2571  0.4815
H  1.4668  0.0200  4.5439  0.5389
H  5.7059  0.4988  4.7611  0.3822
C  3.4922  1.5500  -0.0688  -0.8532
O  -3.5919  0.2562  -0.1537  -0.5470
C  -2.8095  0.4447  -1.2557  0.5886
C  -0.6571  1.1821  -2.0644  -0.3976
H  -5.3731  -0.6690  -0.7168  0.3294
C  -2.3289  0.4646  -3.6198  -0.4719
C  -1.5216  0.9296  -1.0093  0.6609
N  0.5601  -2.3301  -1.4142  0.0639
C  -4.4802  -0.8439  -0.1146  -0.8746
H  5.8252  0.4298  2.3080  0.3652
O  -0.3669  -0.2689  3.4068  -0.6813
H  -3.9809  -1.7568  -0.4495  0.3131
H  -1.8827  -0.6459  1.4398  0.5570
C  4.8667  0.3400  2.7999  -0.6228
N  1.3359  -0.0688  1.8880  0.3797
H  1.5023  -0.1367  0.8915  -0.2622
N  0.7086  -1.3361  -0.5574  0.0684
H  3.5733  1.5290  -1.1535  0.2846
H  -1.7668  1.6547  0.9946  0.3385
H  -2.6240  0.2890  -4.6415  0.4171
N  -0.6259  -2.8816  -1.3532  -0.8879
H  -4.3174  -1.2975  -4.5325  0.3974
H  0.3375  1.5504  -1.8607  0.4312
C  -1.0565  0.9434  -3.3633  -1.3261
H  -0.3811  1.1274  -4.1850  0.3969
H  3.5099  0.2914  5.8861  0.4050
C  2.4245  0.1104  4.0600  -0.7947
H  4.1674  2.3120  0.3136  0.3893
H  1.2898  -2.6237  -2.0469  0.2255
C  -3.2239  0.2279  -2.5840  0.8200
C  -4.9270  -0.5044  -4.0878  -0.9882
N  -1.2842  -2.2598  -0.4492  -0.1155
H  2.4780  1.8384  0.1976  0.2205
O  -4.5082  -0.2001  -2.7811  -0.3685
C  -0.4726  -1.3029  0.0491  0.0899
C  0.0472  -0.2325  2.2708  -0.0882
H  -5.9540  -0.8534  -3.9898  0.2468
H  -0.0898  1.5912  0.4209  0.4164
C  3.8539  0.1844  0.5218  -0.7442
H  -4.9079  0.3790  -4.7344  0.3620


Entry 4:
The following is a quantum chemistry calculation of a structure of composition C29H31N4O5STa, from the Open Molecules 2025 dataset.

Summary:
* lowest unoccupied orbital energy: -0.5 eV
* energy relative to the best compared isomer or geometry (same formula, charge and spin): 8.0 kcal/mol
* Kohn-Sham gap: 0.264 Eh

Each line ends with the Mulliken charge.
Element x y z (Å)
H  0.7274  4.0645  -2.6478  0.5073
C  1.8993  -3.1696  3.8153  -0.9226
H  5.9165  0.0143  0.4530  0.4387
H  2.5470  1.1671  -4.1990  0.3524
H  4.4137  -1.1489  4.9095  0.4113
C  1.7431  1.6788  -3.6650  -1.3138
C  1.2259  -2.3102  2.9724  -0.1817
H  0.4302  2.7732  -1.4906  0.3237
C  -3.9881  1.2139  1.3613  -0.9344
H  -2.9246  -1.0884  -1.8947  0.1333
S  3.1983  1.0531  3.1627  -0.2475
O  -2.1655  -3.4734  1.0691  -0.7245
H  2.8516  -3.4644  -0.2173  0.5325
H  1.5949  4.0339  -1.1049  0.3018
C  2.6403  -2.4014  -0.3540  -1.4361
C  -1.7114  2.3232  0.8583  0.0781
H  -2.9561  2.3649  -3.6782  0.2506
C  3.8804  -1.5988  0.0439  1.5437
C  -2.2833  0.7529  -2.6467  0.4526
O  -1.7769  1.4081  -1.7268  -0.3552
C  3.2297  1.8588  -1.6157  0.1404
C  -2.1946  -0.7342  -2.6302  -0.5032
H  4.7270  3.3523  -1.8937  0.3881
C  3.0420  -2.7572  4.5140  -0.4879
C  -4.0111  -1.2026  1.3850  -0.8311
H  1.7669  -2.1685  0.2462  -0.1651
H  5.1140  -3.3632  -0.2232  0.4647
H  3.5521  -3.4533  5.1680  0.3939
H  -5.7186  0.0265  1.8212  0.4575
C  1.7030  -1.0055  2.8257  -0.7703
H  0.3582  -2.6328  2.4164  0.4344
N  1.5806  0.2130  -0.8603  1.6411
C  2.9052  0.6380  -0.9655  1.0506
C  5.1582  0.5294  -0.1247  -0.7434
N  -2.9255  1.3593  -3.6547  -0.4179
C  3.5254  -1.4723  4.3797  -0.4423
H  -0.7460  -2.1647  -1.9621  0.6210
H  -4.4493  2.1809  1.5058  0.5568
H  6.3747  2.2751  -0.3883  0.3824
H  -2.4763  -1.1617  -3.5977  0.5577
N  1.1486  0.0020  2.0290  0.0581
H  1.0891  0.9265  -3.2254  -0.0655
H  3.9877  -1.6546  1.1353  -0.2741
C  1.2001  3.4099  -1.9101  -1.5101
C  1.8383  1.0935  2.1165  -0.3907
N  -2.0664  -0.0168  0.7904  0.2601
C  4.4862  2.4098  -1.4132  -0.6965
C  2.8435  -0.6019  3.5309  0.9297
H  -0.0887  -0.9296  -3.0219  0.6107
H  6.0414  -1.8698  -0.3294  0.3712
H  4.9880  -2.3427  -1.6656  0.4029
Ta  -0.1145  -0.0181  -0.2774  0.4435
C  -1.7628  -2.3583  0.8388  0.1961
H  -4.4881  -2.1591  1.5501  0.5668
C  5.4286  1.7939  -0.6034  -1.4700
C  2.3117  2.6010  -2.5804  0.1833
H  1.1667  2.2620  -4.3887  0.4716
C  5.0873  -2.3304  -0.5758  -1.5948
C  -4.6731  0.0139  1.5391  -0.3764
C  3.9417  -0.1139  -0.3627  0.1664
O  -0.5449  -2.0244  0.4826  -0.7430
H  1.5764  1.9993  1.5797  0.5171
O  -0.4914  1.9547  0.5326  -0.4672
H  1.5364  -4.1827  3.9366  0.4379
H  -3.3131  0.8372  -4.4175  0.2127
H  2.9563  3.3259  -3.0824  0.6236
C  -2.6621  1.1490  0.9953  0.8779
C  -0.7809  -1.0982  -2.1943  -1.7521
O  -2.1049  3.4374  1.0942  -0.7063
H  2.3882  -2.2352  -1.4041  0.2707
C  -2.6880  -1.1695  1.0034  0.5085


Entry 5:
The following is a quantum chemistry calculation of a structure of composition C20H35N2O2P2Sm at a distorted geometry, from the Open Molecules 2025 dataset.

Summary:
* lowest unoccupied orbital energy (alpha / beta): -6.3 / -6.0 eV
* multiplicity: 6
* net charge: +2
* Kohn-Sham gap (alpha / beta): 0.251 / 0.262 Eh

Each line ends with the Mulliken spin population.
Element x y z (Å)
H  -1.5577  -2.9361  1.3451  0.0003
C  -2.2965  -1.0202  -4.1391  0.0000
C  0.7536  3.1621  2.3913  -0.0071
H  -4.8049  2.3924  -0.8856  -0.0006
H  -4.7163  1.0166  0.2735  0.0001
H  2.1870  -0.7252  -2.6823  0.0003
H  -3.5046  -0.8436  -1.2517  0.0003
H  1.5215  -3.8674  0.6554  0.0005
C  -4.1818  1.8858  -0.1341  -0.0026
Sm  -0.6947  -0.4658  0.1035  5.1402
H  -0.2120  -4.1111  2.7123  -0.0001
C  0.1804  -1.4329  -3.0073  -0.0027
H  -1.6615  2.4005  -2.8682  0.0005
H  -3.9224  0.3447  -2.5540  0.0001
C  -2.0258  -0.6533  -2.8299  -0.0072
H  -0.1691  -2.5528  2.7538  0.0002
H  4.0591  -2.3601  -0.8720  -0.0005
O  -2.0880  -2.3075  0.6968  -0.0044
C  0.5073  1.8533  1.9450  0.0065
N  1.4435  0.3746  3.7130  -0.0002
H  -3.2862  3.0730  -2.4523  -0.0002
H  0.6931  -3.9854  -0.9242  0.0001
H  -0.4844  1.1119  3.7151  0.0012
H  3.7993  -0.5793  -0.8510  0.0002
H  -3.2971  -0.8455  -4.5334  -0.0001
C  -2.3204  2.7290  -2.0542  0.0003
C  -0.0314  -1.7734  -4.3335  0.0001
C  0.5125  1.5665  0.5824  -0.1228
H  -0.1564  -0.1873  2.5120  0.0046
H  2.5504  0.6798  5.4260  0.0001
H  3.2755  -0.5758  3.7294  0.0000
N  -0.8229  -0.9179  -2.2506  -0.0120
C  1.1349  4.1382  1.4663  0.0061
C  1.2025  3.8279  0.1061  -0.0079
C  1.8794  1.2501  4.7696  -0.0004
H  3.7713  -1.5083  0.6689  0.0002
H  -1.4702  -1.8893  -5.9359  0.0000
C  3.5048  -1.5365  -0.3956  -0.0007
P  1.7066  -1.7796  -0.5718  -0.0030
P  -2.5808  1.3962  -0.8438  -0.0122
C  1.5643  -1.6010  -2.4124  0.0010
H  -2.8757  -2.7755  0.3684  0.0008
H  2.9469  0.2950  2.1977  0.0002
H  2.4317  2.1313  4.3975  -0.0001
C  2.4908  -0.3136  3.0028  0.0006
H  2.4830  -4.0686  -0.8368  -0.0002
H  -3.9723  2.5886  0.6841  0.0004
C  0.8770  2.5319  -0.3356  0.0277
O  -0.3587  -3.3179  2.1702  0.0005
H  0.8961  2.3015  -1.4006  -0.0024
H  0.8015  -2.1965  -4.8932  -0.0001
C  -1.2844  -1.5903  -4.9068  0.0004
H  1.0059  1.6012  5.3351  0.0000
H  1.5054  4.5883  -0.6137  -0.0005
H  0.6669  3.3892  3.4640  -0.0008
C  0.2531  0.7607  2.9677  -0.0078
C  -3.0977  -0.0432  -1.9376  0.0064
H  1.3701  5.1442  1.8214  0.0002
H  -1.8283  3.5580  -1.5282  -0.0001
C  1.5846  -3.6010  -0.4085  -0.0029
H  2.1109  -1.2394  2.5353  -0.0004
H  2.0319  -2.4911  -2.8654  0.0000


Entry 6:
The following is a quantum chemistry calculation of a structure of composition C2H2AlCl4INO at a distorted geometry, from the Open Molecules 2025 dataset.

Summary:
* lowest unoccupied orbital energy: 2.4 eV
* net charge: -1
* Kohn-Sham gap: 0.284 Eh

Each line ends with the Mulliken charge.
Element x y z (Å)
Al  -2.1976  -0.0716  -1.5579  0.2435
Cl  3.5370  1.0030  1.9747  -0.1272
Cl  1.0597  1.4882  3.4216  -0.1248
C  1.8569  0.4569  2.2069  0.3067
H  -3.0389  1.0486  -2.3249  -0.2171
I  -3.6431  -2.2607  -1.5733  -0.4311
Cl  0.9767  0.5702  0.6620  -0.0578
H  -1.9343  0.3792  -0.0641  -0.1941
N  -0.6159  -0.3903  -2.6075  -0.3431
Cl  1.8543  -1.2337  2.7694  -0.1244
C  0.4857  -0.3491  -1.7430  0.6019
O  1.6594  -0.6406  -1.1639  -0.5324


Number 1: E_tot -7451.2297 Ha. Number 2: E_tot -766.8299 Ha. Number 3: E_tot -1275.3988 Ha. Number 4: E_tot -2174.3125 Ha. Number 5: E_tot -2383.2367 Ha. Number 6: E_tot -2588.3486 Ha.